A structure of composition C34H40CrN5P2S2. Source: OMol25; level of theory: wB97M-V/def2-TZVPD.

Each line ends with the Mulliken charge.
Atoms and positions in Å:
Cr -0.203 -0.488 -0.217  -0.04
C 0.664 -0.962 6.485  -1.61
C 0.951 -0.856 5.011  0.55
C 1.644 -1.857 4.333  -1.07
C 1.842 -1.777 2.969  0.75
C 1.383 -0.693 2.218  -0.69
N 1.571 -0.625 0.833  1.08
C 2.872 -0.597 0.417  0.51
C 3.957 -0.396 1.309  -0.43
C 5.276 -0.405 0.908  -1.32
C 5.631 -0.567 -0.427  0.27
C 7.066 -0.534 -0.884  -1.58
C 4.588 -0.680 -1.329  -0.62
C 3.255 -0.701 -0.937  -0.06
N 2.283 -0.759 -1.975  0.56
C 2.465 -1.264 -3.206  -0.16
C 1.426 -0.836 -4.000  -1.81
C 0.633 -0.068 -3.145  -0.83
N 1.141 -0.039 -1.918  -0.10
C 0.682 0.299 2.903  -0.14
C 0.466 0.210 4.272  -0.45
N 0.108 1.397 2.197  0.11
C -0.231 2.595 2.721  0.00
C -0.914 3.302 1.765  -1.90
C -0.958 2.447 0.656  -0.48
N -0.333 1.310 0.917  0.97
H 1.376 -1.628 6.974  0.40
H -0.338 -1.361 6.662  0.28
H 0.722 0.012 6.973  0.36
H 2.011 -2.720 4.877  0.31
H 2.358 -2.568 2.438  0.46
H 3.739 -0.237 2.354  0.40
H 6.050 -0.259 1.655  0.35
H 7.736 -0.870 -0.091  0.38
H 7.376 0.474 -1.171  0.28
H 7.221 -1.183 -1.748  0.37
H 4.817 -0.722 -2.388  0.53
H 3.307 -1.895 -3.427  0.55
H 1.256 -1.058 -5.038  0.43
H -0.264 0.489 -3.347  0.93
H -0.144 0.955 4.768  0.50
H 0.061 2.865 3.720  0.53
H -1.331 4.290 1.848  0.48
H -1.419 2.609 -0.306  0.41
C -0.065 -5.098 0.298  -1.88
C -0.475 -3.643 0.364  0.88
S -0.179 -2.703 -1.102  -0.39
C -1.046 -3.108 1.451  0.59
C -1.320 -3.889 2.708  -1.60
S -1.523 -1.413 1.525  -0.44
H 0.467 -5.296 -0.631  0.45
H -0.931 -5.765 0.338  0.32
H 0.596 -5.364 1.126  0.32
H -1.361 -4.963 2.522  0.44
H -2.273 -3.578 3.142  0.36
H -0.547 -3.698 3.460  0.17
C -3.622 -1.388 -0.889  -2.05
P -2.449 -0.110 -1.470  2.77
C -2.519 -0.608 -3.249  -1.42
C -3.371 1.429 -1.397  0.36
C -4.500 1.517 -0.575  -0.87
C -5.202 2.692 -0.375  -0.96
C -4.748 3.884 -1.015  -0.95
C -3.644 3.841 -1.817  -0.38
C -2.900 2.649 -2.056  -0.51
P -1.473 2.666 -3.123  1.24
C -2.106 3.414 -4.705  -1.58
C -0.469 4.132 -2.577  -1.44
H -4.532 -1.342 -1.489  0.53
H -3.845 -1.274 0.166  0.45
H -3.125 -2.351 -1.017  0.40
H -3.565 -0.795 -3.494  0.49
H -1.941 -1.524 -3.388  0.34
H -2.144 0.173 -3.906  0.38
H -4.846 0.633 -0.055  0.25
H -6.074 2.703 0.266  0.38
H -5.277 4.820 -0.869  0.37
H -3.318 4.761 -2.294  0.18
H -2.567 4.390 -4.530  0.38
H -2.857 2.750 -5.135  0.35
H -1.290 3.531 -5.423  0.44
H -1.100 4.935 -2.192  0.37
H 0.105 4.512 -3.426  0.51
H 0.235 3.833 -1.799  0.29

Summary:
- Orbital gap (alpha / beta): 3.80 / 6.38 eV
- Charge: -1
- Spin multiplicity: 5
- Highest occupied orbital energy (alpha / beta): -1.21 / -3.79 eV
- Electronic energy: -112029.5145 eV